C9H3N2O2 | the ωB97M-V functional and the def2-TZVPD basis

Last columns: bonded neighbours and bond lengths (Å).
Atoms and positions in Å:
1 C -2.10829 -1.92535 -0.15965  C8 1.423, N10 1.186
2 C 2.38664 0.16029 0.11653  C3 1.387, C4 1.421, H14 1.103
3 C 1.47383 -0.88372 0.08335  C2 1.387, C5 1.408, H15 1.138
4 C 1.81793 1.45474 -0.02323  C2 1.421, N11 1.292, H16 1.205
5 C 0.09467 -0.66523 -0.10071  C3 1.408, C6 1.420, C8 1.457
6 C -0.34744 0.68254 -0.17153  C5 1.420, C7 1.389, N11 1.433
7 C -1.68688 1.04054 -0.08065  C6 1.389, C9 1.278
8 C -0.68804 -1.89391 -0.07819  C1 1.423, C5 1.457, O13 1.230
9 C -2.47357 2.04168 0.03382  C7 1.278, O12 1.200
10 N -3.23922 -2.20254 -0.38657  C1 1.186
11 N 0.58014 1.77455 -0.21283  C4 1.292, C6 1.433
12 O -3.36880 2.81160 0.24619  C9 1.200
13 O -0.20142 -3.02247 -0.01932  C8 1.230
14 H 3.45754 0.22780 0.37269  C2 1.103
15 H 1.72252 -1.97869 0.26957  C3 1.138
16 H 2.58040 2.37816 0.11053  C4 1.205

Kohn-Sham gap (alpha / beta) (eV): 6.51 / 6.51
SMILES string: N#C/C([O-])=c1/cccnc1=C=C=O
Charge: -1
E_HOMO (alpha / beta) (eV): -3.8334 / -3.8325

***

C3H7PSi | the ωB97M-V functional and the def2-TZVPD basis

Last columns: bonded neighbours and bond lengths (Å).
Atoms and positions in Å:
1 C 1.31524 -0.33811 0.18729  C2 1.178, C3 1.413
2 C 0.21666 -0.72527 0.36220  C1 1.178, P5 1.758
3 C 2.67148 0.01452 0.00308  C1 1.413, H6 1.088, H7 1.163, H8 1.125
4 Si -2.38324 0.73673 0.22185  P5 2.315, H9 1.438, H10 1.492, H11 1.534
5 P -1.41928 -1.36607 0.31400  C2 1.758, Si4 2.315
6 H 2.78478 0.87972 -0.64633  C3 1.088
7 H 3.05842 0.29820 1.06282  C3 1.163
8 H 3.27251 -0.68805 -0.63705  C3 1.125
9 H -1.92318 1.69904 -0.74235  Si4 1.438
10 H -3.79007 0.31298 -0.03743  Si4 1.492
11 H -2.19479 1.36088 1.60994  Si4 1.534
12 H -1.60854 -2.18458 -1.69801  no bonds

Kohn-Sham gap (eV): 7.92
E_HOMO (eV): -8.6234
Energy relative to the best compared isomer or geometry (same formula, charge and spin) (kJ/mol): 192.0

***

C5H4O3 | the ωB97M-V functional and the def2-TZVPD basis

Last columns: bonded neighbours and bond lengths (Å).
Atoms and positions in Å:
1 C 0.01880 -0.69919 0.29136  C2 1.583, C5 1.539, H7 1.177, O10 1.483
2 C -1.35835 0.00835 -0.03834  C1 1.583, C3 1.586, O11 1.298
3 C -0.80847 1.47239 -0.29928  C2 1.586, C4 1.349, H8 1.167
4 C 0.51502 1.64202 -0.10283  C3 1.349, C5 1.467, H9 1.098
5 C 1.14375 0.34128 0.15272  C1 1.539, C4 1.467, O12 1.294
6 H 1.34919 -1.79774 -0.43839  O10 0.957
7 H 0.00328 -0.73813 1.46727  C1 1.177
8 H -1.52019 2.33857 -0.62474  C3 1.167
9 H 1.06369 2.59280 -0.11299  C4 1.098
10 O 0.39934 -1.89424 -0.50047  C1 1.483, H6 0.957
11 O -2.53154 -0.46492 0.25367  C2 1.298
12 O 2.38713 -0.01392 0.20768  C5 1.294

Kohn-Sham gap (eV): 8.90
SMILES string: O=C1C=CC(=O)C1O
E_HOMO (eV): -10.5078
Energy relative to the best compared isomer or geometry (same formula, charge and spin) (kJ/mol): 285.5

***

C10H15N2O | the ωB97M-V functional and the def2-TZVPD basis

Last columns: bonded neighbours and bond lengths (Å).
Atoms and positions in Å:
1 C 4.41165 -0.23217 0.53758  C2 1.440, C3 1.388, H14 1.039
2 C 4.00256 -0.76863 -0.73461  C1 1.440, C4 1.351, H15 1.107
3 C 3.39496 0.25464 1.34764  C1 1.388, C5 1.398, H16 1.048
4 C 2.74161 -0.61755 -1.19558  C2 1.351, C6 1.400, H17 1.079
5 C 2.06788 0.15358 0.92004  C3 1.398, C6 1.393, H18 1.026
6 C 1.68479 -0.23192 -0.36303  C4 1.400, C5 1.393, N11 1.481
7 C -0.34507 0.81299 -1.47728  C8 1.576, N11 1.411, H19 1.094, H20 1.117
8 C -1.80322 0.88312 -0.88339  C7 1.576, N12 1.443, H21 1.101, H22 1.074
9 C -0.86020 -0.94318 0.28506  N11 1.763, N12 1.532, O13 1.313, H23 1.104
10 C -2.96748 0.20920 1.14706  N12 1.483, H24 1.063, H25 1.057, H26 1.043
11 N 0.29625 -0.29052 -0.87459  C6 1.481, C7 1.411, C9 1.763
12 N -1.66604 0.34921 0.45067  C8 1.443, C9 1.532, C10 1.483, H27 1.046
13 O -1.42674 -1.94307 -0.35036  C9 1.313, H28 0.937
14 H 5.38979 -0.03389 0.82776  C1 1.039
15 H 4.85084 -0.85784 -1.43958  C2 1.107
16 H 3.57525 0.57313 2.32936  C3 1.048
17 H 2.45893 -0.94852 -2.18291  C4 1.079
18 H 1.38805 0.33830 1.66636  C5 1.026
19 H -0.42974 0.65175 -2.55624  C7 1.094
20 H 0.18348 1.77523 -1.27401  C7 1.117
21 H -1.99095 1.94663 -1.09521  C8 1.101
22 H -2.45931 0.20519 -1.39576  C8 1.074
23 H -0.48476 -1.15538 1.30114  C9 1.104
24 H -3.60881 -0.29504 0.46574  C10 1.063
25 H -2.71414 -0.33416 2.01799  C10 1.057
26 H -3.51062 1.06167 1.40244  C10 1.043
27 H -1.14511 1.03949 1.03967  N12 1.046
28 H -1.25940 -1.87052 -1.26960  O13 0.937

Kohn-Sham gap (eV): 9.05
SMILES string: C[N@@H+]1CCN(c2ccccc2)[C@@H]1O
Charge: +1
E_HOMO (eV): -12.1475
Energy relative to the best compared isomer or geometry (same formula, charge and spin) (kJ/mol): 160.6

***

C40H54O11S | the ωB97M-V functional and the def2-TZVPD basis

Last columns: bonded neighbours and bond lengths (Å).
Atoms and positions in Å:
1 C -0.33314 0.56337 4.57045  S2 1.832, H5 1.090, H6 1.090, H7 1.090
2 S -1.50987 1.25933 5.79052  C1 1.832, O3 1.494, C4 1.825
3 O -2.31911 2.34539 5.15907  S2 1.494
4 C -2.62456 -0.18576 5.81460  S2 1.825, H8 1.090, H9 1.090, H10 1.090
5 H 0.45148 1.31889 4.52983  C1 1.090
6 H -0.86695 0.47691 3.62405  C1 1.090
7 H 0.07560 -0.41144 4.83647  C1 1.090
8 H -2.28001 -1.11782 6.26252  C4 1.090
9 H -2.91027 -0.33820 4.77381  C4 1.090
10 H -3.52622 0.14855 6.32777  C4 1.090
11 C 0.61833 -3.05008 -3.72692  C12 1.391, C16 1.348, H17 1.080
12 C 1.81350 -3.66429 -3.36723  C11 1.391, C13 1.381, H18 1.080
13 C 2.90165 -3.57841 -4.21248  C12 1.381, C14 1.373, H19 1.080
14 C 2.78920 -2.99821 -5.45231  C13 1.373, C15 1.339, H20 1.080
15 C 1.60904 -2.46417 -5.79314  C14 1.339, C16 1.367, H21 1.080
16 C 0.51939 -2.54267 -4.97176  C11 1.348, C15 1.367, H22 1.080
17 H -0.21698 -3.05135 -3.04234  C11 1.080
18 H 1.91633 -4.17035 -2.41869  C12 1.080
19 H 3.88225 -3.97895 -4.00177  C13 1.080
20 H 3.65397 -2.91016 -6.09327  C14 1.080
21 H 1.29931 -2.01116 -6.72333  C15 1.080
22 H -0.42077 -2.07861 -5.23084  C16 1.080
23 C -6.14632 3.62037 -1.00051  C24 1.387, C28 1.375, H29 1.080
24 C -4.77457 3.46328 -0.87153  C23 1.387, C25 1.416, H30 1.080
25 C -4.16027 2.32489 -1.44665  C24 1.416, C26 1.406, H31 1.080
26 C -4.93845 1.36810 -2.12085  C25 1.406, C27 1.361, H32 1.080
27 C -6.28805 1.52367 -2.19613  C26 1.361, C28 1.426, H33 1.080
28 C -6.91173 2.68994 -1.66388  C23 1.375, C27 1.426, H34 1.080
29 H -6.61667 4.46714 -0.52288  C23 1.080
30 H -4.24000 4.23426 -0.33653  C24 1.080
31 H -3.09579 2.14976 -1.39542  C25 1.080
32 H -4.50788 0.41808 -2.40099  C26 1.080
33 H -6.88035 0.85956 -2.80813  C27 1.080
34 H -7.98446 2.67872 -1.53929  C28 1.080
35 C 0.74180 -2.70355 0.97319  C36 1.353, C40 1.393, H41 1.080
36 C 1.05766 -2.05774 -0.17276  C35 1.353, C37 1.409, H42 1.080
37 C 0.31159 -0.94940 -0.61872  C36 1.409, C38 1.396, H43 1.080
38 C -0.77609 -0.48209 0.12047  C37 1.396, C39 1.367, H44 1.080
39 C -1.09826 -1.11334 1.28943  C38 1.367, C40 1.387, H45 1.080
40 C -0.35335 -2.21472 1.68277  C35 1.393, C39 1.387, H46 1.080
41 H 1.30593 -3.56279 1.30462  C35 1.080
42 H 1.86359 -2.47862 -0.75563  C36 1.080
43 H 0.59528 -0.45997 -1.53872  C37 1.080
44 H -1.29574 0.39024 -0.24752  C38 1.080
45 H -2.00712 -0.90981 1.83617  C39 1.080
46 H -0.73432 -2.76758 2.52869  C40 1.080
47 O 0.93418 4.14683 3.59171  C48 1.214
48 C 0.48054 4.08461 2.46690  O47 1.214, O49 1.340, C52 1.530
49 O 1.22746 4.31297 1.37845  C48 1.340, C50 1.417
50 C 0.48376 4.35853 0.17317  O49 1.417, C51 1.472, H53 1.090, H54 1.090
51 C -0.79417 3.73097 0.54627  C50 1.472, C52 1.555, H55 1.090, H56 1.090
52 C -0.97393 3.79662 2.08923  C48 1.530, C51 1.555, H57 1.090, H58 1.090
53 H 0.90027 3.77774 -0.64981  C50 1.090
54 H 0.27012 5.38565 -0.12262  C50 1.090
55 H -0.89312 2.67316 0.30272  C51 1.090
56 H -1.62296 4.10513 -0.05474  C51 1.090
57 H -1.26069 2.83700 2.51931  C52 1.090
58 H -1.49018 4.68575 2.45121  C52 1.090
59 O 6.28042 -4.95548 -3.68918  C60 1.215
60 C 5.79658 -4.93730 -2.57442  O59 1.215, O61 1.335, C64 1.478
61 O 5.34560 -5.99937 -1.90269  C60 1.335, C62 1.417
62 C 4.92487 -5.66937 -0.59044  O61 1.417, C63 1.538, H65 1.090, H66 1.090
63 C 4.69950 -4.15120 -0.68800  C62 1.538, C64 1.490, H67 1.090, H68 1.090
64 C 5.63811 -3.71438 -1.75964  C60 1.478, C63 1.490, H69 1.090, H70 1.090
65 H 5.78594 -5.76674 0.07076  C62 1.090
66 H 4.05389 -6.25851 -0.30341  C62 1.090
67 H 4.64916 -3.58253 0.24055  C63 1.090
68 H 3.68855 -3.99485 -1.06437  C63 1.090
69 H 6.53871 -3.47512 -1.19416  C64 1.090
70 H 5.24008 -2.85377 -2.29725  C64 1.090
71 O 0.01530 2.53008 -2.56087  C72 1.212
72 C 0.96045 1.95365 -3.05450  O71 1.212, O73 1.389, C76 1.547
73 O 2.28182 2.28695 -2.78734  C72 1.389, C74 1.385
74 C 3.23152 1.42674 -3.31267  O73 1.385, C75 1.539, H77 1.090, H78 1.090
75 C 2.41859 0.18064 -3.70490  C74 1.539, C76 1.563, H79 1.090, H80 1.090
76 C 0.97865 0.72017 -3.98725  C72 1.547, C75 1.563, H81 1.090, H82 1.090
77 H 4.01008 1.21364 -2.58018  C74 1.090
78 H 3.73518 1.81900 -4.19616  C74 1.090
79 H 2.63313 -0.63914 -3.01931  C75 1.090
80 H 2.82289 -0.27262 -4.61000  C75 1.090
81 H 0.20586 -0.02790 -3.81036  C76 1.090
82 H 0.89561 1.03283 -5.02814  C76 1.090
83 O -6.30046 -0.32754 4.52108  C84 1.194
84 C -5.79524 0.25009 3.60633  O83 1.194, O85 1.297, C88 1.554
85 O -5.54103 -0.28198 2.45073  C84 1.297, C86 1.364
86 C -4.94168 0.56284 1.56267  O85 1.364, C87 1.499, H89 1.090, H90 1.090
87 C -5.14962 1.94682 2.09942  C86 1.499, C88 1.532, H91 1.090, H92 1.090
88 C -5.34313 1.73665 3.60490  C84 1.554, C87 1.532, H93 1.090, H94 1.090
89 H -5.30048 0.49878 0.53541  C86 1.090
90 H -3.89944 0.24691 1.60748  C86 1.090
91 H -5.99769 2.43716 1.62146  C87 1.090
92 H -4.23448 2.48078 1.84348  C87 1.090
93 H -6.21267 2.29942 3.94443  C88 1.090
94 H -4.42793 1.77671 4.19557  C88 1.090
95 O 5.10780 1.42270 0.56111  C96 1.227
96 C 4.35280 0.79105 1.29370  O95 1.227, O97 1.306, C100 1.547
97 O 4.62893 -0.42679 1.67707  C96 1.306, C98 1.392
98 C 3.73871 -0.86749 2.65191  O97 1.392, C99 1.484, H101 1.090, H102 1.090
99 C 2.63477 0.12395 2.68974  C98 1.484, C100 1.497, H103 1.090, H104 1.090
100 C 3.18591 1.39095 2.11350  C96 1.547, C99 1.497, H105 1.090, H106 1.090
101 H 4.16450 -1.10392 3.62706  C98 1.090
102 H 3.32733 -1.85643 2.44976  C98 1.090
103 H 2.30100 0.33545 3.70559  C99 1.090
104 H 1.71579 -0.22255 2.21696  C99 1.090
105 H 3.76237 1.93694 2.86028  C100 1.090
106 H 2.54355 2.03993 1.51827  C100 1.090

Spin multiplicity: 2
Kohn-Sham gap (alpha / beta) (eV): 1.82 / 9.21
Charge: -1
E_HOMO (alpha / beta) (eV): 0.2420 / -7.2182

***

> What is the formula in the first record?

C9H3N2O2